1.
Below is 2 unconnected molecules or ions with the total composition C3H8O2Si in a non-equilibrium geometry, with properties calculated with wB97M-V/def2-TZVPD.

Structure (XYZ):
```
14
Properties=species:S:1:pos:R:3:forces:R:3:nbo_charge:R:1
O -2.37937 -0.39487 -1.41955 0.451 -0.157 0.366 -1.17
Si -2.68116 -0.67520 0.05455 -0.484 -2.211 -2.511 1.60
H -2.67931 0.36672 0.94052 -0.022 1.534 1.983 -0.23
H -3.28531 -2.03907 0.36766 0.469 0.819 0.355 -0.21
C 0.70594 -0.83546 0.66644 -0.663 -1.253 0.469 -0.62
C 0.95769 0.07584 -0.22973 2.296 3.509 -2.457 0.38
C 1.84310 1.33592 0.08112 -3.244 -1.331 2.300 -0.66
O 0.56419 0.13686 -1.54528 -1.374 -1.384 1.662 -0.69
H 1.17071 -0.59047 1.60519 -0.310 -0.809 0.483 0.22
H 0.22627 -1.77882 0.38010 0.175 0.267 0.531 0.21
H 2.77538 1.32135 -0.43085 0.662 0.040 -0.320 0.23
H 1.16707 2.17995 -0.22945 1.126 -0.445 0.437 0.23
H 1.91697 1.24706 1.23978 0.452 0.890 -2.059 0.20
H -0.30217 -0.34980 -1.48048 0.466 0.532 -1.239 0.51
```
Positions in Å, forces in eV/Å.

SMILES: O=[SiH2].C=C(C)O
Strongest force on any atom (Eh/bohr): 0.09451
Relative energy (zero: lowest compared OMol25 entry of this formula, charge and spin) (kJ/mol): 374.1
HOMO-LUMO gap (eV): 8.789

=====

2.
Below is 2 unconnected molecules or ions with the total composition C3H8O3 in a non-equilibrium geometry, with properties calculated with wB97M-V/def2-TZVPD.

Structure (XYZ):
```
14
Properties=species:S:1:pos:R:3:forces:R:3:nbo_charge:R:1
C 0.75605 -0.94471 -1.15618 1.162 1.821 -2.041 -0.61
C 1.20276 0.03987 0.00798 -0.374 -1.304 -0.252 -0.53
C 0.15223 1.10600 0.30284 -1.426 3.171 -0.031 0.82
O -0.32690 1.40025 1.40078 0.977 -1.236 -2.625 -0.60
O -0.18552 1.92530 -0.86828 4.881 -4.799 1.214 -0.73
H 0.86928 -0.28563 -2.13561 -0.646 -1.503 1.821 0.22
H -0.23477 -1.39412 -1.11457 -0.086 0.435 0.338 0.23
H 1.46260 -1.78145 -1.32322 -0.129 0.563 0.527 0.22
H 1.28867 -0.55202 0.98001 0.356 1.049 -1.267 0.24
H 2.17063 0.50291 -0.38609 -1.302 -0.432 1.108 0.26
H -0.92214 2.44013 -0.83145 -3.427 2.197 1.141 0.49
O -2.19843 -0.96945 1.38476 2.874 3.607 -3.795 -0.96
H -2.45919 -1.31364 2.16659 -1.175 -1.549 4.011 0.46
H -1.57527 -0.17342 1.57246 -1.684 -2.019 -0.147 0.49
```
Positions in Å, forces in eV/Å.

SMILES: CCC(=O)O.O
Strongest force on any atom (Eh/bohr): 0.13519
Relative energy (zero: lowest compared OMol25 entry of this formula, charge and spin) (kJ/mol): 114.7
HOMO-LUMO gap (eV): 11.693

=====

3.
Below is 2 unconnected molecules or ions with the total composition C3H8O3 in a non-equilibrium geometry, with properties calculated with wB97M-V/def2-TZVPD.

Structure (XYZ):
```
14
Properties=species:S:1:pos:R:3:forces:R:3:nbo_charge:R:1
C 0.91896 0.69200 0.65391 -0.116 -0.107 -0.299 -0.59
C 1.08252 -0.10715 -0.64595 -0.304 1.042 -0.052 -0.52
C 0.48318 -1.47500 -0.54400 0.345 -1.453 0.264 0.80
O -0.24789 -2.03051 -1.32013 0.051 0.479 -0.174 -0.58
O 0.84828 -2.06896 0.61618 0.779 0.636 0.792 -0.71
H 1.24229 1.71552 0.47624 0.048 0.041 0.141 0.21
H 1.47410 0.25262 1.47958 0.116 0.048 -0.082 0.22
H -0.12946 0.71171 0.92815 -0.205 0.107 0.128 0.21
H 0.52917 0.35464 -1.44498 -0.542 0.381 -0.225 0.23
H 2.10284 0.03818 -1.00604 0.215 -1.085 0.221 0.24
H 0.48714 -2.93909 0.81061 -0.420 -0.071 -0.716 0.50
O -2.68157 1.72287 -0.29252 -0.157 -0.228 0.133 -0.94
H -3.23650 0.93361 -0.23199 0.155 0.130 -0.118 0.47
H -2.87307 2.19957 0.52095 0.037 0.080 -0.012 0.47
```
Positions in Å, forces in eV/Å.

SMILES: CCC(=O)O.O
Strongest force on any atom (Eh/bohr): 0.02950
Relative energy (zero: lowest compared OMol25 entry of this formula, charge and spin) (kJ/mol): 34.7
HOMO-LUMO gap (eV): 11.068

=====

4.
Below is 2 unconnected molecules or ions with the total composition C3H8O3 in a non-equilibrium geometry, with properties calculated with wB97M-V/def2-TZVPD.

Structure (XYZ):
```
14
Properties=species:S:1:pos:R:3:forces:R:3:nbo_charge:R:1
C -1.88429 -1.19323 -0.30919 -0.514 2.401 -0.399 -0.12
C -1.83462 0.14417 -1.06786 -2.702 -0.438 -3.197 -0.10
O -0.49095 0.51761 -1.17773 -0.246 -0.370 -0.258 -0.52
C 0.00000 0.00000 0.00000 2.975 0.351 1.812 0.22
O -0.99666 -0.62592 0.66880 -1.478 -2.695 2.132 -0.52
H -2.90908 -1.35593 0.07654 0.798 0.083 0.312 0.20
H -1.59726 -2.09027 -0.89090 0.600 0.474 0.477 0.18
H -2.44921 0.90228 -0.54536 0.339 -0.361 -0.022 0.17
H -2.22213 0.05031 -2.10056 0.092 0.219 0.321 0.18
H 0.81159 -0.74712 -0.09276 0.133 0.494 -0.871 0.14
H 0.35656 0.80230 0.67427 0.004 -0.155 -0.306 0.15
O -4.40321 4.72952 -1.50361 -0.807 -0.230 -0.911 -0.94
H -5.06428 5.34973 -1.88645 0.705 -0.700 0.388 0.47
H -4.52053 3.89618 -2.01355 0.104 0.928 0.522 0.47
```
Positions in Å, forces in eV/Å.

SMILES: C1COCO1.O
Strongest force on any atom (Eh/bohr): 0.08185
Relative energy (zero: lowest compared OMol25 entry of this formula, charge and spin) (kJ/mol): 233.8
HOMO-LUMO gap (eV): 10.409